{
  "formula": "C3H9BOPPbS",
  "method": "ωB97M-V with the def2-TZVPD basis set",
  "symbols": ["C", "H", "O", "Pb", "H", "H", "H", "H", "B", "H", "C", "H", "H", "P", "C", "S", "H"],
  "xyz": [[-0.84944, 0.57268, -1.53180], [1.46969, 1.18577, 0.32467], [0.53493, 1.01642, -2.31211], [-2.77563, 0.52653, -2.74178], [2.58224, -0.40611, 0.01948], [-1.28150, -0.49355, -1.86007], [-0.24519, -1.54160, 0.58575], [-1.00530, 1.39517, 1.39388], [0.54055, -0.85145, 1.16321], [1.18139, -1.58930, 1.82900], [0.67239, -0.23568, -1.40250], [-1.31553, 1.07880, -2.45594], [0.45416, 0.93851, 3.24490], [-0.43778, 0.37317, 2.26387], [1.50447, 0.02789, 0.15634], [-1.80442, -0.61993, 3.23984], [0.77496, -1.37732, -1.91676]],
  "atomic_forces_ev_per_a": [[2.03, -0.87, -0.71], [0.48, -2.15, -0.64], [-0.99, -4.79, 2.92], [-6.53, -1.57, -1.16], [-2.09, 0.71, 0.18], [0.89, -0.29, 0.08], [-0.46, 0.12, -0.18], [0.61, -0.39, 0.86], [1.15, -1.14, -0.76], [0.09, 0.04, 0.66], [3.25, 2.17, 0.93], [4.72, 2.95, 0.60], [-0.43, 0.21, -0.87], [-0.07, 0.84, 0.33], [-1.52, 0.93, -3.57], [-0.53, -0.21, 0.09], [-0.58, 3.43, 1.23]],
  "mulliken_charge": [-0.239, 0.300, -0.331, 0.733, 0.306, 0.102, -0.115, 0.074, 0.109, -0.078, 0.121, 0.121, 0.129, 0.158, -0.603, -0.175, 0.387],
  "homo_ev": -10.89,
  "total_charge": 1,
  "e_lumo_ha": -0.297,
  "e_tot_ev": -31331.58582,
  "molar_mass_g_mol": 342.2
}